# C38H96N6O14

A 7-piece molecular cluster, C38H96N6O14 overall (ωB97M-V/def2-TZVPD, OMol25).

Results
- expectation value of S² = 0.7543
- ΔE to the lowest compared entry with this formula, charge and spin (kJ/mol) = 0.0
- orbital gap (spin up / spin down) (eV) = 8.05 / 2.67
- 2S+1 = 2
- total charge = +1
- HOMO (spin up / spin down) (eV) = -10.124 / -10.124
- LUMO (spin up / spin down) (eV) = -2.07 / -7.45
- M (u) = 861.21

Last column: Mulliken charge in e.
Atoms and positions in Å:
C  32.65360  -0.02814  -22.03639  0.0386
C  32.98191  0.54565  -23.42773  -0.1406
O  33.51509  1.84377  -23.23046  -0.0214
O  33.85434  -0.12093  -21.26413  0.3783
H  32.18385  -0.96470  -22.33688  0.3413
H  31.94952  0.69258  -21.62053  0.1197
H  32.04634  0.83994  -23.90334  -0.0906
H  33.52625  -0.06713  -24.14628  -0.3520
H  34.29451  1.66549  -22.69912  0.0063
H  33.59935  -0.53501  -20.43642  -0.2481
C  37.49944  -4.02844  -19.99311  -0.5694
O  37.15841  -3.71821  -21.35748  -0.4673
C  36.78714  -2.32685  -21.45497  -0.4837
C  35.97420  -2.03433  -22.75310  0.3097
N  36.89671  -2.00975  -23.89819  0.1590
C  36.21704  -1.51386  -25.05874  0.3162
C  37.28442  -1.34850  -26.13616  -0.9182
O  38.32502  -0.49344  -25.68045  -0.4125
C  38.11052  0.82377  -25.99604  -0.6514
H  38.43997  -3.53979  -19.73870  0.2794
H  37.64605  -5.10587  -19.91733  0.3349
H  36.71979  -3.73828  -19.28881  0.2098
H  37.57766  -1.57801  -21.40579  0.4307
H  36.15320  -2.05702  -20.61032  0.0391
H  35.57344  -1.02905  -22.62321  -0.2628
H  35.15306  -2.73990  -22.87966  0.4106
H  37.67955  -1.39607  -23.72309  0.4827
H  35.70484  -0.57448  -24.85062  -0.2322
H  35.47713  -2.19465  -25.47962  0.3299
H  36.99107  -1.09538  -27.15497  0.4670
H  37.80341  -2.28768  -26.32772  0.3923
H  38.92131  1.40004  -25.55035  0.3113
H  37.10059  1.19985  -25.83257  0.1657
H  38.28623  0.88135  -27.07024  0.3891
C  32.63330  -4.57006  -16.14893  -0.8327
O  32.93451  -3.82656  -17.28813  -0.2393
C  31.84687  -3.34825  -18.09260  -0.8519
C  32.44720  -2.57632  -19.31186  -0.7763
N  33.10860  -1.36018  -18.85850  -0.0429
C  32.20085  -0.23654  -18.51193  -1.3342
C  32.89221  1.05707  -17.90141  0.0875
O  33.61435  0.66368  -16.79873  -0.4261
C  34.27435  1.69395  -16.11051  -0.6082
H  33.47500  -4.81527  -15.50122  0.2304
H  32.22540  -5.50819  -16.52524  0.3313
H  31.81078  -4.11723  -15.59531  0.3155
H  31.16249  -2.71436  -17.52876  0.3846
H  31.24941  -4.17084  -18.48563  0.5501
H  31.61398  -2.28403  -19.95093  0.3404
H  33.09827  -3.26876  -19.84545  0.2837
H  33.49293  -1.58412  -17.95172  0.4113
H  31.41576  -0.53035  -17.81524  0.7178
H  31.57242  0.06323  -19.35056  0.3914
H  32.12128  1.75221  -17.56894  0.5617
H  33.41280  1.56221  -18.71501  -0.2321
H  34.56712  1.41471  -15.09838  0.2791
H  33.66777  2.59957  -16.11655  0.2866
H  35.18681  1.96837  -16.63985  0.1576
C  29.85638  5.49203  -24.93264  -0.7332
O  30.18439  5.38542  -23.57646  -0.5229
C  30.76208  4.10799  -23.31411  -0.1433
C  31.32885  4.19905  -21.89477  -0.3642
N  32.27682  5.31993  -21.79980  -0.0537
C  32.76294  5.50574  -20.49014  -0.3353
C  31.76475  5.73181  -19.37173  -1.3779
O  31.35415  4.46067  -18.82789  -0.0711
C  30.21420  4.67754  -17.97459  -0.9618
H  29.33172  4.60893  -25.29730  0.3844
H  30.72840  5.63438  -25.57092  0.0991
H  29.09250  6.24981  -25.10687  0.3895
H  31.56317  3.82756  -23.99802  -0.0796
H  29.94175  3.40147  -23.44050  0.7448
H  31.87075  3.27455  -21.69540  -0.2996
H  30.46581  4.30499  -21.23749  0.2722
H  31.67647  6.09040  -22.05679  0.3601
H  33.44621  6.35487  -20.50591  0.5362
H  33.38927  4.66139  -20.20225  -0.0859
H  30.83693  6.15170  -19.76021  0.5768
H  32.18605  6.43883  -18.65707  0.5909
H  29.64466  3.74844  -17.99707  0.2606
H  29.50077  5.46098  -18.23020  0.4009
H  30.48207  4.85098  -16.93234  0.3127
C  39.19094  6.47389  -19.56116  -0.8048
O  38.89503  5.21437  -20.07758  -0.3797
C  37.65554  5.26196  -20.77628  -0.6022
C  37.50226  3.94944  -21.62994  -0.2830
N  37.71146  2.75809  -20.79846  -0.3015
C  36.61716  2.50702  -19.82500  -0.1521
C  36.49284  0.97970  -19.54741  0.5812
O  37.47070  0.62794  -18.57493  -0.4991
C  37.62111  -0.70811  -18.22654  -0.4955
H  38.43000  6.85717  -18.88134  0.3243
H  39.27107  7.18717  -20.38147  0.3181
H  40.07144  6.38511  -18.92482  0.2697
H  37.60066  6.11557  -21.45188  0.6432
H  36.76822  5.39747  -20.15790  0.2682
H  38.26443  3.97986  -22.40856  0.2795
H  36.54543  3.88965  -22.14860  -0.1752
H  38.49839  3.09439  -20.26205  0.4039
H  35.70135  2.78008  -20.34924  -0.1786
H  36.74060  3.03625  -18.88013  0.4507
H  36.59640  0.47251  -20.50665  -0.1254
H  35.47739  0.87410  -19.16558  -0.3089
H  38.24908  -1.27279  -18.91566  0.2077
H  36.64899  -1.19449  -18.14584  0.0930
H  38.14605  -0.83552  -17.27980  0.3791
C  30.08738  6.84482  -28.06807  -0.6925
O  30.07037  5.39108  -28.30734  -0.3159
C  31.16831  4.92403  -29.10341  -0.7926
C  32.05971  3.89832  -28.37164  0.0084
N  31.37646  2.65261  -28.11019  -0.4571
C  32.21717  1.82594  -27.29218  0.0038
C  31.53964  0.60767  -26.67908  -0.6950
O  30.49263  0.97661  -25.77730  -0.1933
C  29.73053  -0.11393  -25.27420  -0.8857
H  29.07561  7.09824  -27.75154  0.2655
H  30.27072  7.41250  -28.98034  0.3843
H  30.80230  7.19364  -27.32289  0.2036
H  31.88970  5.71506  -29.30833  0.4467
H  30.85894  4.56708  -30.08574  0.3277
H  32.48217  4.26859  -27.43755  -0.0639
H  32.93775  3.66200  -28.97274  0.2957
H  30.52582  2.93026  -27.64178  0.3653
H  32.53842  2.47123  -26.47456  -0.1320
H  33.13743  1.57109  -27.81779  0.3737
H  32.32212  0.00483  -26.21822  0.1310
H  31.08407  0.09293  -27.52501  0.6036
H  29.35463  -0.81406  -26.02027  0.3965
H  28.76771  0.16991  -24.84937  0.2725
H  30.26752  -0.73179  -24.55448  0.2749
C  35.33619  3.77829  -26.00810  -0.4616
O  34.86163  5.13890  -25.95163  -0.4579
C  34.65040  5.61992  -24.69764  0.3383
C  34.19402  7.13581  -24.74409  -0.5871
N  33.88408  7.79382  -23.46274  -0.4357
C  33.02974  8.99708  -23.62753  -0.4394
C  32.82570  9.71810  -22.30256  -0.7559
O  32.43898  8.66561  -21.45890  -0.1506
C  31.68916  9.16420  -20.32307  -0.7338
H  36.37195  3.72328  -25.67304  0.4643
H  35.31002  3.45537  -27.04885  0.3399
H  34.65203  3.21385  -25.37453  -0.0689
H  35.52295  5.36579  -24.09583  0.0757
H  33.87523  5.01632  -24.22553  -0.1130
H  33.33273  7.09242  -25.41074  0.1215
H  35.00090  7.75184  -25.14101  0.3417
H  33.24338  7.20025  -22.95551  0.3149
H  32.03846  8.67079  -23.94214  0.1322
H  33.37388  9.63668  -24.44029  0.5657
H  32.04830  10.47204  -22.42637  0.4461
H  33.73248  10.25809  -22.03003  0.3054
H  32.27832  9.74453  -19.61299  0.2698
H  31.36719  8.31145  -19.72537  0.1089
H  30.83672  9.67990  -20.76523  0.3956